[1]
Computed, not measured: a cluster of 8 separate species, C41H63BBrNO28 in total, with wB97M-V/def2-TZVPD.

The geometry in XYZ format:
```
135
C41H63BBrNO28 wB97M-V/def2-TZVPD
C 9.97 -3.13 0.92
C 8.50 -3.42 0.59
C 8.34 -3.92 -0.84
C 6.96 -3.70 -1.47
C 7.12 -4.03 -2.97
C 6.22 -3.30 -3.95
O 5.36 -3.87 -4.60
Br 6.50 -1.41 -4.28
O 6.67 -2.30 -1.31
C 5.53 -2.20 -0.57
O 4.78 -1.27 -0.62
O 5.44 -3.32 0.18
C 5.79 -4.39 -0.74
C 4.61 -4.83 -1.62
C 3.30 -5.11 -0.89
C 2.53 -3.88 -0.43
O 2.63 -3.73 0.99
C 1.93 -2.70 1.53
C 1.84 -1.38 0.83
O 1.41 -2.88 2.62
B 6.18 -5.67 0.15
N 7.00 -6.73 -0.34
O 5.63 -5.74 1.42
H 10.24 -3.62 1.85
H 10.64 -3.51 0.16
H 10.14 -2.07 1.08
H 7.93 -2.52 0.79
H 8.18 -4.19 1.28
H 8.59 -4.97 -0.84
H 9.09 -3.44 -1.44
H 6.90 -5.08 -3.11
H 8.14 -3.87 -3.29
H 4.42 -4.08 -2.37
H 4.91 -5.73 -2.15
H 3.39 -5.81 -0.07
H 2.66 -5.58 -1.62
H 2.88 -3.00 -0.97
H 1.48 -4.04 -0.68
H 2.78 -0.86 0.96
H 1.07 -0.80 1.30
H 1.60 -1.46 -0.22
H 6.75 -6.98 -1.28
H 6.83 -7.56 0.22
H 6.18 -5.33 2.09
C -1.01 -7.21 2.65
C -0.11 -7.89 1.65
C 1.37 -7.69 1.88
O 1.90 -7.85 0.55
C 0.93 -7.49 -0.32
O 1.10 -7.33 -1.49
O -0.25 -7.33 0.31
H -0.49 -6.42 3.19
H -1.87 -6.76 2.17
H -1.37 -7.92 3.40
H -0.35 -8.95 1.57
H 1.81 -8.41 2.55
H 1.60 -6.68 2.22
C 1.27 -1.81 5.82
C 1.91 -2.72 6.85
C 3.01 -3.61 6.33
O 2.96 -4.71 7.25
C 1.69 -4.80 7.71
O 1.26 -5.71 8.34
O 0.98 -3.71 7.34
H 1.47 -2.16 4.81
H 0.19 -1.76 5.95
H 1.67 -0.80 5.90
H 2.25 -2.14 7.71
H 3.99 -3.15 6.34
H 2.79 -3.99 5.32
C -3.38 -1.10 0.21
C -2.77 -2.00 1.26
C -1.67 -2.91 0.77
O -1.73 -3.99 1.70
C -3.01 -4.07 2.14
O -3.46 -4.97 2.76
O -3.71 -2.98 1.75
H -3.18 -1.45 -0.80
H -4.47 -1.04 0.32
H -2.96 -0.10 0.30
H -2.44 -1.42 2.11
H -0.69 -2.44 0.78
H -1.86 -3.31 -0.23
C -2.21 4.00 -3.24
C -2.52 3.06 -2.10
C -2.87 3.75 -0.80
O -2.49 2.75 0.17
C -1.51 2.01 -0.38
O -0.85 1.22 0.22
O -1.37 2.29 -1.69
H -1.96 5.00 -2.88
H -1.36 3.64 -3.82
H -3.06 4.10 -3.90
H -3.30 2.35 -2.39
H -3.92 4.00 -0.71
H -2.26 4.64 -0.63
C -6.88 8.98 0.06
C -6.87 7.50 -0.27
C -5.62 6.75 0.10
O -5.63 5.66 -0.84
C -6.29 6.09 -1.94
O -6.32 5.51 -2.98
O -6.90 7.28 -1.70
H -5.87 9.37 0.21
H -7.33 9.55 -0.75
H -7.45 9.17 0.96
H -7.76 7.02 0.15
H -5.62 6.37 1.12
H -4.71 7.34 -0.07
C -11.57 6.43 -4.30
C -11.27 7.67 -3.49
C -9.82 7.87 -3.11
O -9.93 8.66 -1.91
C -11.11 8.35 -1.34
O -11.43 8.68 -0.24
O -11.88 7.62 -2.18
H -10.77 5.69 -4.22
H -12.49 5.96 -3.96
H -11.68 6.68 -5.36
H -11.66 8.56 -3.99
H -9.24 8.40 -3.86
H -9.32 6.93 -2.86
C 2.41 7.08 -2.63
C 1.09 7.83 -2.53
C 0.94 8.74 -1.34
O -0.49 8.77 -1.16
C -0.97 7.60 -1.63
O -2.08 7.21 -1.47
O -0.01 6.92 -2.31
H 2.93 7.06 -1.67
H 2.25 6.06 -2.95
H 3.07 7.57 -3.35
H 0.89 8.36 -3.46
H 1.32 9.75 -1.51
H 1.39 8.33 -0.43
```

---

[2]
Computed, not measured: a cluster of 8 separate species, C41H63ClF21O18PSSi in total, with wB97M-V/def2-TZVPD.

The geometry in XYZ format:
```
147
C41H63ClF21O18PSSi wB97M-V/def2-TZVPD
C 1.90 -5.37 5.36
C 1.88 -6.36 4.09
C 2.07 -5.64 2.67
C 0.61 -5.71 1.94
C -0.21 -4.39 2.28
O -1.58 -4.61 1.82
Si -2.62 -3.54 2.70
C -1.75 -1.80 2.75
C -4.29 -3.49 1.76
C -2.74 -4.20 4.49
O 2.40 -4.23 2.73
C 3.80 -3.99 3.01
C 3.82 -2.76 4.08
O 3.30 -1.57 3.42
C 3.59 -0.41 4.23
C 4.53 -3.43 1.70
C 5.93 -2.70 2.02
O 6.89 -3.27 2.55
Cl 6.19 -0.92 1.56
P 3.23 -6.64 1.49
S 4.74 -7.47 2.38
H 1.50 -5.89 6.30
H 2.98 -5.08 5.61
H 1.32 -4.42 5.13
H 0.85 -6.88 4.11
H 2.64 -7.19 4.31
H 0.82 -5.68 0.80
H 0.07 -6.68 2.13
H 0.19 -3.52 1.65
H -0.15 -4.07 3.38
H -0.74 -1.84 3.29
H -1.63 -1.43 1.68
H -2.43 -1.13 3.38
H -5.21 -3.43 2.43
H -4.26 -2.59 1.05
H -4.32 -4.44 1.11
H -1.74 -4.59 4.91
H -3.52 -5.04 4.53
H -3.04 -3.33 5.19
H 4.34 -4.84 3.53
H 3.12 -2.95 4.97
H 4.87 -2.60 4.52
H 3.55 -0.60 5.35
H 4.66 -0.08 3.97
H 2.88 0.43 3.92
H 4.77 -4.21 0.91
H 3.88 -2.63 1.18
H 2.38 -7.72 1.02
H 3.56 -5.89 0.31
C 3.51 2.85 2.11
C 2.76 3.87 2.95
O 1.82 4.61 2.15
C 0.68 3.96 1.83
O 0.43 2.83 2.15
C -0.24 4.86 1.01
F 0.40 5.46 -0.01
F -0.78 5.84 1.76
F -1.27 4.18 0.47
H 3.99 3.34 1.26
H 4.27 2.34 2.70
H 2.83 2.10 1.70
H 3.47 4.60 3.35
H 2.26 3.41 3.80
C -4.19 3.72 0.87
C -5.68 3.43 0.78
O -5.95 2.06 1.08
C -5.90 1.72 2.39
O -5.65 2.49 3.28
C -6.24 0.25 2.57
F -5.55 -0.55 1.74
F -7.55 0.00 2.34
F -5.99 -0.19 3.82
H -3.63 3.04 0.23
H -3.97 4.75 0.58
H -3.81 3.57 1.89
H -6.01 3.60 -0.25
H -6.26 4.09 1.42
C -12.21 4.49 1.89
C -11.58 4.25 0.53
O -10.58 5.25 0.24
C -9.41 5.11 0.88
O -9.16 4.22 1.66
C -8.43 6.20 0.46
F -8.98 7.43 0.51
F -8.00 6.04 -0.81
F -7.33 6.25 1.23
H -12.62 5.50 1.95
H -13.01 3.77 2.08
H -11.48 4.40 2.69
H -12.35 4.34 -0.24
H -11.15 3.25 0.45
C -7.12 6.42 -4.12
C -8.23 5.55 -4.68
O -7.86 4.99 -5.95
C -6.99 3.96 -5.91
O -6.52 3.51 -4.90
C -6.71 3.44 -7.32
F -6.40 4.43 -8.18
F -7.77 2.80 -7.83
F -5.68 2.58 -7.35
H -6.84 7.19 -4.84
H -7.43 6.89 -3.19
H -6.22 5.83 -3.92
H -9.12 6.16 -4.85
H -8.51 4.76 -3.98
C 7.66 -0.97 -1.36
C 8.12 0.36 -1.91
O 7.91 0.45 -3.33
C 6.64 0.66 -3.72
O 5.71 0.77 -2.96
C 6.55 0.76 -5.23
F 7.19 -0.25 -5.86
F 7.10 1.90 -5.69
F 5.28 0.74 -5.68
H 8.14 -1.80 -1.89
H 7.88 -1.06 -0.30
H 6.58 -1.11 -1.49
H 9.20 0.47 -1.74
H 7.63 1.20 -1.40
C 2.91 2.26 -6.26
C 2.64 2.61 -4.80
O 2.29 3.99 -4.65
C 1.03 4.32 -5.02
O 0.23 3.54 -5.46
C 0.77 5.80 -4.78
F 1.75 6.59 -5.28
F 0.68 6.09 -3.47
F -0.38 6.22 -5.35
H 3.67 2.93 -6.67
H 3.24 1.23 -6.35
H 2.01 2.39 -6.87
H 3.56 2.46 -4.22
H 1.87 1.97 -4.37
C 6.93 -8.22 -1.38
C 7.74 -7.37 -0.42
O 8.49 -6.37 -1.13
C 7.79 -5.31 -1.57
O 6.60 -5.17 -1.40
C 8.70 -4.31 -2.27
F 9.50 -4.89 -3.18
F 9.51 -3.67 -1.40
F 8.01 -3.35 -2.92
H 7.57 -8.66 -2.14
H 6.41 -9.02 -0.84
H 6.18 -7.63 -1.90
H 8.47 -8.00 0.09
H 7.12 -6.91 0.35
```

---

[3]
Computed, not measured: a cluster of 10 separate species, C41H63F3N3O25S4 in total, with wB97M-V/def2-TZVPD.

The geometry in XYZ format:
```
139
Properties=species:S:1:pos:R:3
C -40.47 6.60 25.39
N -39.49 5.59 24.75
C -39.70 4.29 24.74
C -38.75 3.49 24.14
C -37.69 4.00 23.39
C -37.55 5.39 23.28
C -38.44 6.18 24.08
C -36.76 3.07 22.76
C -35.40 3.37 22.67
C -34.53 2.52 21.98
N -35.02 1.42 21.49
C -36.30 1.02 21.72
C -37.23 1.83 22.28
C -34.14 0.43 20.66
H -40.59 6.35 26.44
H -41.37 6.34 24.83
H -40.06 7.61 25.33
H -40.54 3.97 25.33
H -39.00 2.45 24.26
H -36.70 5.85 22.80
H -38.33 7.26 24.06
H -35.08 4.35 22.99
H -33.49 2.76 21.81
H -36.52 0.07 21.25
H -38.26 1.49 22.31
H -34.76 -0.44 20.46
H -33.26 0.15 21.24
H -33.93 0.81 19.66
C -24.40 3.66 17.01
C -25.61 3.04 17.71
O -26.06 1.95 17.31
O -26.02 3.74 18.60
H -24.47 4.70 16.70
H -24.24 3.02 16.15
H -23.55 3.55 17.69
C -18.15 2.67 6.88
C -19.45 2.73 6.48
C -20.48 2.24 7.32
C -20.19 1.67 8.52
C -18.83 1.63 8.96
C -17.84 2.08 8.10
N -21.25 1.19 9.33
O -20.99 0.79 10.43
O -22.42 1.09 8.95
H -17.45 3.07 6.17
H -19.63 3.10 5.49
H -21.52 2.23 7.02
H -18.57 1.37 9.97
H -16.82 2.04 8.47
O -28.73 -7.12 14.76
S -27.43 -7.00 14.08
O -26.20 -7.24 14.86
O -27.37 -8.06 12.82
C -28.48 -8.02 11.90
C -28.29 -9.11 10.86
C -27.19 -5.41 13.12
H -28.60 -7.08 11.35
H -29.45 -8.13 12.38
H -27.33 -9.02 10.36
H -29.12 -9.07 10.15
H -28.21 -10.08 11.35
H -28.20 -5.08 12.87
H -26.75 -5.70 12.16
H -26.61 -4.74 13.75
O -14.17 7.60 14.38
S -13.69 6.23 14.04
O -12.63 5.60 14.78
O -14.96 5.20 13.80
C -15.81 5.07 14.89
C -15.32 4.13 15.95
C -13.18 6.25 12.24
H -16.80 4.83 14.48
H -15.95 6.03 15.37
H -14.48 4.55 16.49
H -15.02 3.17 15.54
H -16.05 4.08 16.76
H -12.55 7.13 12.11
H -14.05 6.27 11.59
H -12.60 5.33 12.10
O -19.39 -2.41 20.19
S -19.30 -3.61 19.34
O -18.03 -4.06 18.83
O -19.84 -4.94 20.19
C -19.88 -6.19 19.55
C -18.93 -7.20 20.26
C -20.54 -3.50 18.04
H -19.61 -6.26 18.49
H -20.84 -6.71 19.61
H -19.18 -7.21 21.32
H -17.94 -6.79 20.09
H -18.92 -8.17 19.76
H -21.51 -3.72 18.50
H -20.44 -4.16 17.18
H -20.38 -2.53 17.57
O -27.41 6.32 11.32
S -28.83 6.50 11.24
O -29.45 7.83 11.23
O -29.34 5.57 10.01
C -28.98 6.04 8.70
C -27.59 6.62 8.38
C -29.63 5.57 12.58
H -29.75 6.77 8.43
H -29.03 5.19 8.02
H -26.73 6.15 8.84
H -27.54 7.67 8.66
H -27.44 6.60 7.30
H -30.68 5.86 12.57
H -29.19 5.81 13.55
H -29.58 4.54 12.25
C -21.49 11.24 9.78
C -21.02 10.11 10.60
O -19.87 10.57 11.20
C -19.33 11.44 10.45
O -18.16 11.83 10.61
O -20.16 11.77 9.41
F -20.55 9.09 9.89
H -22.10 11.95 10.34
H -21.99 10.90 8.88
H -21.65 9.68 11.38
C -24.71 2.29 25.39
C -23.34 2.98 25.25
O -22.65 2.71 26.41
C -23.59 2.49 27.33
O -23.37 2.42 28.53
O -24.83 2.34 26.81
F -23.55 4.27 25.10
H -24.55 1.22 25.26
H -25.52 2.58 24.73
H -22.98 2.60 24.30
C -25.74 10.21 20.37
C -24.33 10.23 19.78
O -23.81 11.41 20.33
C -24.74 12.19 20.85
O -24.46 13.18 21.53
O -26.01 11.59 20.73
F -24.34 10.41 18.44
H -25.83 9.43 21.12
H -26.42 9.95 19.56
H -23.76 9.33 20.04
```

Total charge: +1

---

| no. | frontier orbital gap (eV) | largest force on an atom (eV Å⁻¹) | E (eV) |
| --- | --- | --- | --- |
| 1 | 10.32 | 2.50 | -173082.451 |
| 2 | 9.30 | 4.60 | -177985.639 |
| 3 | 1.18 | 6.61 | -150669.212 |